A) Entry from the OMol25 dataset: a single C5H9NO2 molecule (ωB97M-V/def2-TZVPD).

```
! RIJCOSX wB97M-V def2-TZVPD def2/J DEFGRID3
* xyz 0 1
C 1.61742 0.33439 -1.07125
C 0.37187 -0.01161 -0.16531
C 0.54721 0.00511 1.44148
C -0.50968 -1.32493 -0.23888
C -1.70864 -0.35904 -0.30602
H 1.21979 -0.05648 -2.11686
H 2.51052 -0.40948 -0.57334
H 1.76395 1.43956 -0.92910
H 1.25418 0.90123 1.98787
H 1.18418 -0.93945 1.49264
H -0.40391 0.06169 1.94344
H -0.45972 -1.73575 0.78416
H -0.38117 -2.20557 -1.05450
H -1.66291 2.47085 -0.53467
N -0.95264 0.71011 -0.61590
O -2.82770 -0.57387 -0.19468
O -1.56275 1.69325 0.15094
*
```

Properties
- Kohn-Sham gap: 10.2 eV
- SMILES: CC1(C)CC(=O)N1O

=====

B) Entry from the OMol25 dataset: a molecular structure, C5H9NO2 (ωB97M-V/def2-TZVPD).

```
! RIJCOSX wB97M-V def2-TZVPD def2/J DEFGRID3
* xyz 0 1
C -1.80520 1.25561 0.25513
C -0.36271 0.90328 -0.13838
C 0.12701 -0.40047 -0.01004
C 1.65032 -0.84694 -0.27777
C -0.85142 -1.50761 0.09872
H -1.75855 2.24899 0.14051
H -2.08040 0.93214 1.32519
H -2.73659 0.80232 -0.27703
H 0.01748 2.72550 0.32116
H 1.45581 1.66903 -0.40368
H 1.94450 -1.17548 -1.62925
H 1.48591 -2.04125 -0.06521
H 2.09370 -0.02749 1.21873
H -0.45826 -2.70558 0.61573
N 0.49126 1.96199 -0.35554
O 2.62798 -0.18806 0.37708
O -2.12179 -1.38510 -0.16749
*
```

Properties
- Kohn-Sham gap: 8.9 eV

=====

Winner for stability: A)

=====

A) Entry from the OMol25 dataset: 2 unconnected molecules or ions with the total composition C5H9NO2 (ωB97M-V/def2-TZVPD).

```
! RIJCOSX wB97M-V def2-TZVPD def2/J DEFGRID3
* xyz 0 1
C -0.64790 -0.48573 -2.29420
C 1.28572 1.45917 -1.47019
N -0.45341 0.38837 2.08884
C -0.81050 -0.65300 2.62536
C 1.03376 0.18771 -0.70825
C -1.28634 -1.35958 3.61886
O -0.12781 -0.52206 -0.97230
O 1.71457 -0.18866 0.20281
H 0.46327 0.65829 1.75972
H -1.10436 0.47778 -2.53219
H 0.12798 -0.61831 -3.05225
H -1.32629 -1.32728 -2.41144
H 1.68034 1.22221 -2.45821
H 0.37878 2.04663 -1.59491
H 2.02882 2.04803 -0.93999
H -1.94002 -2.20370 3.50351
H -1.01661 -1.12987 4.63483
*
```

Properties
- Kohn-Sham gap: 9.0 eV
- SMILES: COC(C)=O.C=C=N

=====

B) Entry from the OMol25 dataset: a single C5H9NO2 molecule (ωB97M-V/def2-TZVPD).

```
! RIJCOSX wB97M-V def2-TZVPD def2/J DEFGRID3
* xyz 0 1
C 0.04332 1.87156 -0.05740
C 0.20843 0.39815 0.03730
C 1.28596 -0.05208 -1.02517
C 1.03546 -0.10522 1.12974
C -1.04446 -0.33797 -0.09535
H 1.00762 2.34509 -0.27775
H -0.27851 2.27244 0.85834
H -0.59056 2.23654 -0.84684
H 1.84205 0.66084 -1.59915
H 0.94959 -0.70690 -1.71885
H 2.77877 -1.00732 0.13508
H 0.50017 -0.69585 1.82394
H 1.66694 0.63532 1.64946
H -2.83720 -0.31811 0.42104
N 1.81482 -0.87430 0.09188
O -2.18450 0.30454 0.04461
O -1.17986 -1.54812 -0.17250
*
```

Properties
- Kohn-Sham gap: 9.6 eV
- SMILES: CC1(C(=O)O)CNC1

=====

Winner for stability: B)

=====

A) Entry from the OMol25 dataset: 2 unconnected molecules or ions with the total composition C5H9NO2 (ωB97M-V/def2-TZVPD).

```
! RIJCOSX wB97M-V def2-TZVPD def2/J DEFGRID3
* xyz 0 1
C -0.55360 0.54288 -0.71187
C 0.94646 1.55697 1.05372
C 0.21749 0.06146 2.85209
C -0.57006 -0.62825 -2.90251
C 1.18740 0.53582 1.84238
N -0.55950 -0.51858 -1.48691
O 0.84823 2.55233 0.48751
O -0.85264 -1.75907 -0.98271
H -0.24127 1.38290 -1.34418
H -0.77983 -0.14411 2.42117
H 0.16507 0.77627 3.63449
H 0.59896 -0.86367 3.16949
H -1.34931 -1.43833 -3.07026
H -0.86273 0.33485 -3.42041
H 0.32862 -0.96463 -3.35140
H -0.78728 -1.71125 0.03147
H 2.26400 0.28440 1.77795
*
```

Properties
- Kohn-Sham gap: 8.7 eV

=====

B) Entry from the OMol25 dataset: a single C5H9NO2 molecule (ωB97M-V/def2-TZVPD).

```
! RIJCOSX wB97M-V def2-TZVPD def2/J DEFGRID3
* xyz 0 1
C 2.41023 0.18621 0.22224
C 0.06635 -0.26769 -0.59287
C -0.52530 0.85304 0.27144
C -0.89209 -0.59698 0.48692
C -2.31719 -0.89786 0.09847
H 2.32745 -0.17982 1.30192
H 2.51431 1.25047 0.07466
H 3.36679 -0.23459 -0.03062
H 1.83347 -1.19857 -1.08944
H -0.51649 -0.33233 -1.48191
H 0.12549 1.33454 0.96806
H -2.24053 1.55452 -0.37648
H -0.65343 -1.03032 1.42913
H -2.61992 -1.88614 0.05007
N 1.48614 -0.29224 -0.75455
O -1.34285 1.80194 -0.24329
O -3.02240 -0.06419 -0.33376
*
```

Properties
- Kohn-Sham gap: 9.4 eV
- SMILES: CN[C@@H]1[C@@H](O)[C@H]1C=O

=====

C) Entry from the OMol25 dataset: a single C5H9NO2 molecule (ωB97M-V/def2-TZVPD).

```
! RIJCOSX wB97M-V def2-TZVPD def2/J DEFGRID3
* xyz 0 1
C 0.24693 1.19306 -2.99085
C 0.23110 0.44173 -1.59579
C -0.66412 0.20819 0.75056
C 0.55366 0.56431 1.61747
C -0.13284 -0.84327 1.45927
H 1.50817 0.80615 -3.10255
H -0.38661 0.65187 -3.75767
H -0.05320 2.20841 -3.24208
H -1.54863 0.49911 1.28946
H 0.20476 0.99913 2.67079
H 1.67643 0.46351 1.35125
H 0.60956 -1.69356 1.06343
H -0.33236 -2.37770 3.08113
H -1.22218 -0.79099 3.22491
N -0.71403 -1.53463 2.46706
O 1.27554 -0.18486 -1.18460
O -0.88381 0.25891 -0.72691
*
```

Properties
- Kohn-Sham gap: 9.2 eV
- SMILES: CC(=O)O[C@@H]1C[C@H]1N

=====

Winner for stability: B)

=====

A) Entry from the OMol25 dataset: a molecular structure, C5H9NO2 (ωB97M-V/def2-TZVPD).

```
! RIJCOSX wB97M-V def2-TZVPD def2/J DEFGRID3
* xyz 0 1
C 1.00919 0.88535 -1.37222
C 1.21176 -0.21101 1.35103
C 0.97902 -0.66729 -0.04513
O 1.19636 -1.68746 -0.59218
H 1.20126 -1.07571 2.01274
H 0.80106 0.37479 -2.30545
H 0.88740 1.96324 -1.40660
H 2.06695 0.75015 -1.11087
H 0.45715 0.51898 1.65164
H 2.19214 0.26749 1.38846
C -1.41799 -0.37770 -0.44662
C -2.29632 -0.70111 0.50724
N -0.82939 0.93329 -0.54474
O -0.86595 1.65664 0.45590
H -1.27452 -0.96504 -1.34268
H -2.87133 -1.61278 0.44131
H -2.44679 -0.05184 1.35816
*
```

Properties
- Kohn-Sham gap: 7.6 eV

=====

B) Entry from the OMol25 dataset: a single C5H9NO2 molecule (ωB97M-V/def2-TZVPD).

```
! RIJCOSX wB97M-V def2-TZVPD def2/J DEFGRID3
* xyz 0 1
C -0.17492 0.70081 -0.60629
C 0.72655 1.86841 -0.38510
C 0.02057 -0.61958 0.11074
N -0.32117 -1.87105 -0.63444
C -1.13872 0.29217 0.47347
C 1.16135 -0.78696 1.06933
O -2.43103 -0.14509 0.00908
O 2.05091 -1.60590 0.85950
H -2.30819 -0.88762 -0.61740
H -0.51091 0.66057 -1.63693
H 0.54679 -2.21783 -1.05797
H -0.55465 -2.60038 0.04404
H -1.10810 0.82252 1.41874
H 1.16215 -0.14385 1.96447
H 0.88108 2.08153 0.67769
H 0.29546 2.76417 -0.84382
H 1.70283 1.68808 -0.84510
*
```

Properties
- Kohn-Sham gap: 10.2 eV
- SMILES: C[C@@H]1[C@@H](O)[C@]1(N)C=O

=====

C) Entry from the OMol25 dataset: a single C5H9NO2 molecule (ωB97M-V/def2-TZVPD).

```
! RIJCOSX wB97M-V def2-TZVPD def2/J DEFGRID3
* xyz 0 1
C -2.08394 -0.44005 0.10090
C -1.95293 0.86193 0.35642
C 0.20505 -0.37433 -0.32997
C 2.53626 0.40352 -0.24024
C 1.55894 -0.58907 0.23266
N -0.79025 -1.09342 0.13845
O -3.17236 -0.98302 -0.15229
O -2.95964 1.69964 -0.09220
H -1.05930 1.22264 0.81635
H -0.05302 0.49941 -0.86176
H 2.26882 1.44435 -0.08812
H 2.58511 0.15854 -1.29782
H 3.64468 0.20220 0.07562
H 1.53292 -0.57288 1.41892
H 2.04782 -1.48861 -0.17715
H -0.69711 -2.08161 0.57139
H -3.61105 1.13076 -0.47116
*
```

Properties
- Kohn-Sham gap (alpha / beta): 7.4 / 6.3 eV

=====

Winner for stability: B)